No. 1
10
Properties=species:S:1:pos:R:3:forces:R:3 method="wB97M-V/def2-TZVPD" charge=0 de_lowest_kj_mol=434.1 homo_energy_ev=-10.07 orbital_gap_ev=10.5196 multiplicity=1
C -1.52110 -0.99569 -0.24840 -1.949 0.534 0.621
C -0.48299 -0.23051 -0.40945 -0.458 -0.099 -0.112
C 0.56190 2.41059 0.15285 -2.624 1.313 -0.208
N 1.71661 2.36173 -0.16966 -0.188 0.194 0.540
O -0.56798 2.72356 0.43285 3.128 -1.138 -0.373
Cl 1.16871 -1.68783 0.11989 1.105 -0.521 -0.110
H -1.97089 -1.96690 0.01728 1.042 0.369 -0.288
H -2.33303 -0.22214 -0.21585 0.431 -0.206 -0.406
H 0.52622 -2.37575 0.97330 -0.121 -0.208 0.259
H 2.36792 1.78306 -0.65830 -0.366 -0.240 0.077

=====

No. 2
11
Properties=species:S:1:pos:R:3:forces:R:3 method="wB97M-V/def2-TZVPD" charge=0 de_lowest_kj_mol=596.6 homo_energy_ev="-10.02 / -8.68" orbital_gap_ev="9.4381 / 6.5266" multiplicity=1
C -0.61741 0.39858 -0.59485 0.095 -0.541 0.421
C -0.19874 -0.96816 -0.00631 0.167 2.343 -2.316
C 0.54739 1.37627 -0.70715 -1.098 -1.236 1.480
N -0.03359 -1.06688 1.34384 -0.107 -0.377 1.563
O 0.24220 -2.18260 1.79048 0.102 -0.008 -0.044
O -0.23273 -0.07564 2.04761 0.106 0.000 -0.050
Cl 1.57304 1.37836 -2.00493 0.610 -0.019 -0.913
H -1.08900 0.24144 -1.56186 0.019 -0.026 -0.073
H -1.33610 0.83702 0.10026 -0.021 -0.003 -0.149
H 0.22974 -1.73719 -0.62514 0.014 -0.248 0.200
H 0.91520 1.79881 0.21805 0.111 0.114 -0.120

=====

No. 3
10
Properties=species:S:1:pos:R:3:forces:R:3 method="wB97M-V/def2-TZVPD" charge=0 de_lowest_kj_mol=416.2 homo_energy_ev="-8.09 / -7.67" orbital_gap_ev="8.0453 / 7.6569" multiplicity=1
C -1.28773 0.27659 -0.31935 0.479 -5.494 0.058
C 0.10140 0.61927 -0.37758 2.313 1.943 2.399
C 0.99103 -0.37622 0.43473 -1.298 0.659 -0.276
N -1.27387 -1.56508 -0.03582 -5.413 5.405 -0.626
S 0.16278 -1.95597 -0.02471 4.737 -1.121 0.754
Cl -2.45495 1.23752 0.22682 -1.804 0.868 0.835
H 0.39871 0.60842 -1.37910 0.713 -0.230 -1.864
H 0.35400 1.68576 -0.01924 -0.709 -1.492 -0.366
H 1.94552 -0.45517 -0.01327 1.233 0.213 -0.231
H 1.06310 -0.07513 1.50753 -0.250 -0.750 -0.685

=====

No. 4
10
Properties=species:S:1:pos:R:3:forces:R:3 method="wB97M-V/def2-TZVPD" charge=0 de_lowest_kj_mol=371.0 homo_energy_ev=-7.72 orbital_gap_ev=7.2282 multiplicity=1
C -0.44861 0.18100 0.98634 0.604 0.651 1.468
C 0.23908 -0.74079 -1.17274 2.601 0.780 0.350
C -0.90964 -3.08381 1.15770 -1.028 0.457 0.133
N -0.12807 -0.12326 -0.11874 -0.355 -0.529 -1.042
S -0.98173 -3.48738 -0.38516 -0.068 0.287 0.907
Cl -2.05398 -2.13567 2.14253 -0.391 -0.603 -0.615
H -0.47738 1.15329 1.49811 -0.350 -0.325 -0.751
H -0.24380 -1.10383 -2.00259 -2.477 -0.250 -1.209
H 1.29363 -0.79964 -1.40805 0.404 0.074 0.779
H -0.20409 -3.34724 1.90601 1.061 -0.544 -0.022

=====

No. 5
10
Properties=species:S:1:pos:R:3:forces:R:3 method="wB97M-V/def2-TZVPD" charge=0 de_lowest_kj_mol=259.1 homo_energy_ev=-8.40 smiles="ClN1C=CSC1" orbital_gap_ev=8.9785 multiplicity=1
C -1.03166 0.36322 -0.54616 2.818 0.604 0.234
C 0.06145 1.12834 -0.77780 -0.669 -0.907 0.917
C 0.80254 -0.54247 0.96615 -0.421 0.489 -2.134
N -0.86507 -0.72238 0.36554 3.129 0.101 1.074
S 1.64509 0.70670 -0.10261 -1.550 -0.578 -0.427
Cl -0.95452 -2.23220 -0.50521 -0.147 -0.383 -0.214
H -1.92800 0.58214 -1.09870 -0.507 -0.476 0.368
H -0.05516 2.04335 -1.27702 0.151 1.018 -0.895
H 0.74790 0.01123 1.84921 -1.066 0.376 1.601
H 1.57743 -1.33794 1.12661 -1.739 -0.244 -0.524

=====

No. 6
13
Properties=species:S:1:pos:R:3:forces:R:3 method="wB97M-V/def2-TZVPD" charge=-1 de_lowest_kj_mol=173.5 homo_energy_ev=-4.79 orbital_gap_ev=8.0218 multiplicity=1
C -2.38276 1.11964 0.23043 0.179 -0.787 0.325
C 1.34742 -0.67930 -0.58210 -0.490 2.060 -0.462
C -1.00860 0.88799 0.44599 2.294 -3.413 -0.593
O -3.51386 1.09489 0.50725 -1.805 0.320 0.394
O -1.59499 1.31494 -0.79018 -0.638 1.157 -2.296
O -1.18607 -1.44714 -0.71270 0.113 -0.042 -0.749
O -0.15893 -1.42457 1.49718 0.550 0.165 0.305
S -0.22896 -0.84892 0.18179 -1.214 -0.002 1.159
Cl 3.77896 0.48063 0.76163 0.579 0.309 0.242
H 2.20768 -0.04449 -0.09814 -1.389 0.124 -0.044
H 1.91906 -1.55488 -0.60221 0.076 -2.042 0.231
H 1.09709 -0.41586 -1.61113 0.176 0.215 0.011
H -0.27605 1.51705 0.77219 1.570 1.937 1.477

=====

No. 7
9
Properties=species:S:1:pos:R:3:forces:R:3 method="wB97M-V/def2-TZVPD" charge=0 de_lowest_kj_mol=123.3 homo_energy_ev=-8.79 smiles="CC1=P(Cl)=C1" orbital_gap_ev=8.9193 multiplicity=1
C -0.58578 -0.97033 1.16579 0.985 4.915 -9.107
C -0.04371 -0.08038 0.00498 -2.735 -4.436 5.364
C 1.20941 0.40922 -0.55203 -1.025 0.330 -0.993
P -1.65388 -0.74723 -0.31479 0.799 -1.047 0.650
Cl -2.91314 0.89989 -0.18534 -0.344 0.659 0.139
H -0.44410 -0.86016 2.15263 0.571 -0.169 3.440
H 1.04809 0.91418 -1.50652 -0.074 0.252 0.144
H 1.54472 -0.57058 -0.84633 1.385 -0.304 -0.037
H 1.83839 1.00538 0.08160 0.439 -0.200 0.399

=====

No. 8
10
Properties=species:S:1:pos:R:3:forces:R:3 method="wB97M-V/def2-TZVPD" charge=+1 de_lowest_kj_mol=152.2 homo_energy_ev="-14.36 / -14.15" orbital_gap_ev="8.0733 / 7.4685" multiplicity=5 s_squared=6.017
C -2.27556 0.25402 0.18300 -1.648 -0.703 0.385
O -0.91073 0.26839 -0.15809 1.405 -2.444 -0.343
C -0.09258 -1.34226 -0.22026 -0.313 0.198 0.318
C 1.20541 -1.21995 -0.00399 -1.274 4.252 0.090
O 1.74522 0.00572 0.17686 0.374 -2.594 -0.204
Co 0.51692 1.36658 0.09784 0.644 0.403 0.110
H -2.75241 1.21285 -0.05904 0.351 -0.189 -0.029
H -2.78815 -0.53833 -0.38479 0.209 0.361 0.030
H -2.43796 0.02534 1.24847 0.302 0.185 -0.288
H -0.81653 -2.14153 -0.32598 -0.050 0.531 -0.068

=====

Repeat the first record exactly.
10
Properties=species:S:1:pos:R:3:forces:R:3 method="wB97M-V/def2-TZVPD" charge=0 de_lowest_kj_mol=434.1 homo_energy_ev=-10.07 orbital_gap_ev=10.5196 multiplicity=1
C -1.52110 -0.99569 -0.24840 -1.949 0.534 0.621
C -0.48299 -0.23051 -0.40945 -0.458 -0.099 -0.112
C 0.56190 2.41059 0.15285 -2.624 1.313 -0.208
N 1.71661 2.36173 -0.16966 -0.188 0.194 0.540
O -0.56798 2.72356 0.43285 3.128 -1.138 -0.373
Cl 1.16871 -1.68783 0.11989 1.105 -0.521 -0.110
H -1.97089 -1.96690 0.01728 1.042 0.369 -0.288
H -2.33303 -0.22214 -0.21585 0.431 -0.206 -0.406
H 0.52622 -2.37575 0.97330 -0.121 -0.208 0.259
H 2.36792 1.78306 -0.65830 -0.366 -0.240 0.077

=====

Repeat the eighth record exactly.
10
Properties=species:S:1:pos:R:3:forces:R:3 method="wB97M-V/def2-TZVPD" charge=+1 de_lowest_kj_mol=152.2 homo_energy_ev="-14.36 / -14.15" orbital_gap_ev="8.0733 / 7.4685" multiplicity=5 s_squared=6.017
C -2.27556 0.25402 0.18300 -1.648 -0.703 0.385
O -0.91073 0.26839 -0.15809 1.405 -2.444 -0.343
C -0.09258 -1.34226 -0.22026 -0.313 0.198 0.318
C 1.20541 -1.21995 -0.00399 -1.274 4.252 0.090
O 1.74522 0.00572 0.17686 0.374 -2.594 -0.204
Co 0.51692 1.36658 0.09784 0.644 0.403 0.110
H -2.75241 1.21285 -0.05904 0.351 -0.189 -0.029
H -2.78815 -0.53833 -0.38479 0.209 0.361 0.030
H -2.43796 0.02534 1.24847 0.302 0.185 -0.288
H -0.81653 -2.14153 -0.32598 -0.050 0.531 -0.068